# 1
Entry from the Open Molecules 2025 dataset: C57H43AsBrF9N12O6PRbSSe as an isolated structure (ωB97M-V/def2-TZVPD).

Last column: Mulliken charge in e.
Element x y z (Å)
Rb -0.854 -0.316 0.943  1.212
O -4.237 3.113 1.616  -0.680
As -3.732 1.587 0.763  0.626
O -4.500 1.742 -0.687  -0.703
O -2.079 1.763 0.783  0.402
C -4.519 0.395 2.102  -0.136
C -5.387 0.984 3.027  -0.760
C -5.962 0.228 4.034  -0.580
C -5.657 -1.122 4.165  -0.667
C -4.825 -1.727 3.245  -0.910
C -4.278 -0.978 2.207  0.091
S -3.400 -1.903 0.962  0.904
O -4.348 -2.943 0.578  -0.828
O -3.112 -0.963 -0.123  -0.361
O -2.200 -2.446 1.586  -0.738
H -3.913 3.790 1.011  0.210
H -5.601 2.038 2.938  0.546
H -6.654 0.697 4.724  0.370
H -6.087 -1.701 4.974  0.358
H -4.590 -2.782 3.302  0.454
N 2.743 -0.581 2.818  0.462
C 2.422 -1.779 2.324  -0.407
N 2.818 -2.854 3.032  -0.713
C 2.534 -4.013 2.470  0.107
N 2.908 -5.144 3.137  -0.406
N 1.899 -4.191 1.309  -0.445
C 1.556 -3.066 0.685  -0.119
N 1.826 -1.835 1.108  1.218
C 0.827 -3.239 -0.614  0.143
C 0.256 -4.471 -0.904  -0.721
C -0.424 -4.623 -2.101  -1.053
C -0.517 -3.544 -2.959  -0.564
C 0.077 -2.352 -2.579  -0.582
N 0.753 -2.194 -1.443  1.228
H 2.963 -0.612 3.802  0.380
H 2.177 0.250 2.560  0.264
H 3.560 -5.034 3.891  0.254
H 2.889 -6.004 2.620  0.257
H 0.342 -5.272 -0.186  0.588
H -0.885 -5.571 -2.352  0.410
H -1.067 -3.599 -3.886  0.389
H -0.017 -1.476 -3.212  0.238
C 1.940 2.893 1.444  0.531
N 1.435 1.930 2.420  -0.436
C 0.644 2.275 3.370  0.172
C 0.070 1.375 4.325  -0.414
C -0.672 1.759 5.455  -0.951
C -1.026 0.574 6.103  -0.845
C -0.481 -0.459 5.314  -0.536
N 0.185 0.012 4.251  0.098
C 1.344 4.281 1.445  0.139
C -0.026 4.448 1.219  0.230
C -0.592 5.713 1.256  -1.169
C 0.201 6.831 1.497  -0.612
C 1.565 6.676 1.693  -0.605
C 2.128 5.403 1.682  -0.462
H 1.768 2.453 0.455  -0.615
H 3.025 2.964 1.569  -0.179
H 0.369 3.325 3.518  0.373
H -0.911 2.774 5.746  0.436
H -1.589 0.465 7.020  0.397
H -0.555 -1.527 5.486  0.444
H -0.652 3.574 1.040  0.823
H -1.658 5.823 1.100  0.412
H -0.245 7.818 1.535  0.383
H 2.193 7.545 1.859  0.378
H 3.192 5.282 1.860  0.446
F 3.380 0.916 -8.088  -0.283
C 4.291 0.139 -7.478  0.791
F 4.287 -1.045 -8.129  -0.263
F 5.500 0.691 -7.713  -0.281
C 4.025 -0.023 -6.013  0.346
C 2.765 0.211 -5.499  -1.091
C 2.544 0.063 -4.132  -0.409
C 3.570 -0.326 -3.280  -0.654
C 4.829 -0.596 -3.827  -0.116
C 5.060 -0.442 -5.180  -0.978
P 3.194 -0.396 -1.461  2.232
C 4.032 -2.032 -1.155  -0.186
C 4.819 -2.314 -0.038  -0.134
C 5.232 -3.607 0.241  -1.038
C 4.860 -4.648 -0.592  0.598
C 4.107 -4.390 -1.728  -0.784
C 3.706 -3.093 -2.005  -0.277
C 5.293 -6.043 -0.278  0.866
F 5.350 -6.280 1.047  -0.261
F 6.534 -6.313 -0.756  -0.301
F 4.479 -6.972 -0.809  -0.289
C 4.520 0.765 -0.860  0.263
C 5.213 1.670 -1.669  -1.069
C 6.109 2.577 -1.129  -1.222
C 6.329 2.604 0.242  0.161
C 5.618 1.750 1.069  -1.322
C 4.712 0.854 0.521  0.471
C 7.335 3.557 0.800  0.806
F 7.211 3.730 2.127  -0.283
F 7.256 4.778 0.233  -0.280
F 8.605 3.132 0.588  -0.279
H 1.960 0.521 -6.153  0.542
H 1.562 0.258 -3.713  0.740
H 5.636 -0.918 -3.179  0.558
H 6.044 -0.627 -5.592  0.403
H 5.090 -1.528 0.652  0.380
H 5.827 -3.803 1.125  0.364
H 3.815 -5.200 -2.384  0.432
H 3.101 -2.912 -2.885  0.216
H 5.053 1.686 -2.740  0.255
H 6.645 3.262 -1.775  0.435
H 5.753 1.789 2.142  0.447
H 4.105 0.260 1.197  0.419
Br -2.616 4.470 -1.664  -0.095
C -0.878 3.881 -2.093  -0.147
C -0.009 4.732 -2.744  -0.484
C 1.272 4.278 -3.013  -1.168
C 1.612 2.996 -2.620  0.071
N 0.764 2.162 -2.015  0.782
C -0.474 2.592 -1.755  -0.552
H -0.328 5.726 -3.027  0.466
H 1.991 4.909 -3.520  0.455
H 2.612 2.612 -2.798  0.092
H -1.154 1.920 -1.238  0.615
Se -4.844 -2.845 -2.115  0.284
N -5.557 -1.263 -2.314  -0.844
C -4.648 -0.542 -2.975  1.038
C -4.761 0.835 -3.286  -0.440
C -3.737 1.405 -3.974  -0.015
C -2.609 0.624 -4.347  -0.558
N -2.455 -0.649 -4.103  -0.418
C -3.470 -1.246 -3.408  0.415
N -3.433 -2.543 -3.098  -0.524
H -5.615 1.399 -2.941  0.151
H -3.756 2.460 -4.216  0.395
H -1.793 1.097 -4.890  0.378

Forces on atoms 1 to 6 (eV/Å):
Rb 2.869 -0.224 0.472
O -0.048 -0.158 0.138
As -0.339 1.447 -0.546
O 0.026 -0.446 0.211
O -0.853 0.632 -0.073
C 0.099 -0.376 0.066

- Energy relative to the best compared isomer or geometry (same formula, charge and spin): 44.0 kcal per mole
- Gap between HOMO and LUMO: 5.569 eV
- Charge: -2
- Multiplicity: 1
- Lowest unoccupied orbital energy: 3.38 eV

=====

# 2
Entry from the Open Molecules 2025 dataset: a 2-piece molecular cluster, C9H14O overall (ωB97M-V/def2-TZVPD).

Last column: Mulliken charge in e.
Element x y z (Å)
C 1.963 1.760 2.169  -1.353
C 1.086 0.666 1.619  0.397
C -0.302 0.723 1.700  -0.567
C -1.122 -0.183 1.054  -0.434
C -0.547 -1.137 0.230  0.649
O -1.308 -2.038 -0.469  -0.539
C 0.831 -1.275 0.164  -0.557
C 1.612 -0.390 0.886  -0.278
H 1.343 2.620 2.435  0.358
H 2.721 2.024 1.431  0.335
H 2.511 1.470 3.071  0.294
H -0.731 1.497 2.323  0.343
H -2.189 -0.230 1.279  0.267
H -2.246 -1.832 -0.373  0.291
H 1.274 -2.014 -0.490  0.412
H 2.685 -0.547 0.876  0.347
C -1.060 1.109 -2.401  -0.387
C -0.680 0.236 -3.596  -0.957
H -0.690 2.121 -2.578  0.336
H -2.133 1.008 -2.222  0.236
H -0.552 0.779 -1.497  -0.061
H -1.249 0.512 -4.483  0.306
H 0.373 0.320 -3.846  0.288
H -0.810 -0.823 -3.367  0.275

Forces on atoms 1 to 6 (eV/Å):
C -0.046 -0.257 0.362
C -0.291 -0.102 -0.407
C 0.234 0.344 0.372
C -0.089 -0.284 0.316
C -0.379 -0.635 0.121
O 0.018 0.034 -0.108

- Energy relative to the best compared isomer or geometry (same formula, charge and spin): 5.1 kcal per mole
- Gap between HOMO and LUMO: 9.279 eV
- Charge: 0
- Multiplicity: 1
- Lowest unoccupied orbital energy: 0.88 eV

=====

# 3
Entry from the Open Molecules 2025 dataset: a 2-piece molecular cluster, C7H15BrN3OS overall (ωB97M-V/def2-TZVPD).

Last column: Mulliken charge in e.
Element x y z (Å)
Br 2.057 -0.804 2.340  -0.134
C 0.898 0.331 1.281  -0.493
C 1.051 1.785 1.662  -0.527
C -0.012 2.685 0.991  -0.791
N -1.274 1.951 0.757  -0.018
C -1.739 1.411 -0.408  0.029
N -2.876 0.814 -0.175  -0.600
N -3.097 0.976 1.119  0.238
C -2.135 1.668 1.723  0.051
H 1.147 0.191 0.238  0.395
H -0.095 -0.067 1.431  0.211
H 2.016 2.126 1.312  0.380
H 1.007 1.934 2.735  0.386
H 0.343 3.132 0.075  0.392
H -0.251 3.507 1.652  0.365
H -1.214 1.478 -1.337  0.473
H -3.915 0.594 1.570  0.216
H -2.065 1.920 2.760  0.441
C 1.068 -2.241 -3.290  -1.005
S 0.054 -2.210 -1.811  0.408
O 0.142 -0.823 -1.247  -0.561
C 1.123 -3.252 -0.810  -0.941
H 0.595 -1.609 -4.037  0.324
H 2.063 -1.859 -3.061  0.317
H 1.128 -3.263 -3.662  0.419
H 2.114 -2.805 -0.740  0.309
H 1.184 -4.247 -1.249  0.423
H 0.682 -3.321 0.183  0.293

Forces on atoms 1 to 6 (eV/Å):
Br 0.049 0.061 -0.076
C 0.319 0.043 0.036
C -0.353 0.138 -0.176
C 0.200 -0.298 0.476
N 0.843 0.956 0.164
C -0.458 -0.107 0.812

- Gap between HOMO and LUMO: 8.747 eV
- Charge: +1
- Multiplicity: 1
- Lowest unoccupied orbital energy: -3.26 eV

=====

# 4
Entry from the Open Molecules 2025 dataset: one molecule with the formula C6H5NO3S (ωB97M-V/def2-TZVPD).

Last column: Löwdin spin population.
Element x y z (Å)
C -0.389 -1.797 -0.358  0.080
C 0.910 -1.793 -0.505  0.222
C -1.321 -0.659 -0.173  0.428
C 1.790 -0.567 -0.435  0.030
C -1.083 0.496 0.492  0.421
C 1.629 0.528 0.195  0.110
N -2.016 1.569 0.575  0.096
O -1.584 2.651 0.940  0.159
O -3.128 1.417 0.182  0.084
O 2.381 1.765 0.124  0.063
S 0.345 0.686 1.537  0.270
H -1.102 -2.612 -0.453  0.004
H 1.336 -2.764 -0.910  0.009
H -2.180 -0.836 -0.759  0.024
H 2.556 -0.535 -1.143  0.001
H 1.858 2.451 0.691  0.000

Forces on atoms 1 to 6 (eV/Å):
C -5.831 2.696 0.952
C 4.450 -0.252 -0.601
C 1.961 -4.991 -1.963
C -0.933 -4.201 -2.068
C 1.638 3.848 3.133
C -1.038 5.220 4.071

- Energy relative to the best compared isomer or geometry (same formula, charge and spin): 22.9 kcal per mole
- Gap between HOMO and LUMO (alpha / beta): 6.861 / 6.165 eV
- Charge: 0
- Multiplicity: 3
- Expectation value of S²: 2.02
- Lowest unoccupied orbital energy (alpha / beta): 0.23 / -3.80 eV

=====

# 5
Entry from the Open Molecules 2025 dataset: one molecule with the formula C3H7NO2 (ωB97M-V/def2-TZVPD).

Last column: Mulliken charge in e.
Element x y z (Å)
C 0.243 -1.833 -2.494  -0.254
N -0.259 -0.923 -1.771  -0.527
O 0.429 -0.698 -0.558  -0.089
C -0.190 0.230 0.162  -0.102
O 0.640 0.450 1.309  -0.260
C 0.067 1.432 2.131  -0.632
H 1.011 -2.556 -2.194  0.291
H -0.264 -1.914 -3.460  0.284
H -1.241 -0.266 0.326  0.242
H -0.216 1.110 -0.566  0.250
H 0.089 2.367 1.552  0.290
H -0.933 1.084 2.472  0.290
H 0.625 1.517 3.091  0.217

Forces on atoms 1 to 6 (eV/Å):
C -0.496 -0.259 0.152
N 0.590 0.818 0.573
O 2.482 -3.944 -2.465
C -2.045 1.567 0.389
O -0.991 -0.843 -1.285
C -0.224 -0.102 0.856

- Energy relative to the best compared isomer or geometry (same formula, charge and spin): 103.8 kcal per mole
- Gap between HOMO and LUMO: 10.740 eV
- Charge: 0
- Multiplicity: 1
- Lowest unoccupied orbital energy: 1.14 eV

=====

# 6
Entry from the Open Molecules 2025 dataset: a 2-piece molecular cluster, H4S3 overall (ωB97M-V/def2-TZVPD).

Last column: Mulliken charge in e.
Element x y z (Å)
S 1.877 0.385 -0.755  -0.160
S 1.519 0.509 1.296  -0.181
H 2.206 1.672 -0.874  0.162
H 2.237 -0.583 1.601  0.163
S -2.310 -0.111 -0.480  -0.259
H -2.054 -1.267 0.140  0.137
H -3.475 -0.604 -0.928  0.139

Forces on atoms 1 to 6 (eV/Å):
S -0.241 0.017 0.135
S -0.116 -0.264 -0.144
H 0.223 0.087 -0.069
H 0.114 0.151 0.070
S -0.128 -0.111 -0.040
H 0.134 -0.006 0.082

- Energy relative to the best compared isomer or geometry (same formula, charge and spin): 3.4 kcal per mole
- Gap between HOMO and LUMO: 9.239 eV
- Charge: 0
- Multiplicity: 1
- Lowest unoccupied orbital energy: 0.31 eV